One molecule with the formula C26H33N3O4. Source: OMol25; level of theory: ωB97M-V/def2-TZVPD.

Results
E in a.u.: -1475.7686
Max |F| in eV/Å: 0.9
Energy above the lowest of the compared OMol25 structures with the same formula, charge and spin in kJ/mol: 205.05
SMILES: CCN(CC)CCN1C(=O)C(=O)/C(=C(/O)c2ccc(OCC(C)C)cc2)[C@H]1c1ccncc1
HOMO level in eV: -8.14

XYZ file:
```
66
C26H33N3O4 | OMol25 | ωB97M-V/def2-TZVPD
C -2.7582 -4.0961 -4.1039
H -1.8528 -3.9047 -3.5338
H -2.6831 -5.0938 -4.5300
H -2.8260 -3.3769 -4.9159
C -4.0072 -4.0189 -3.2349
N -4.3522 -2.6616 -2.8347
C -3.2770 -1.9123 -2.2313
H -3.6169 -0.8846 -2.0937
H -2.4428 -1.8920 -2.9332
C -2.7446 -2.4597 -0.8844
N -1.5791 -1.7361 -0.4486
C -0.3535 -1.9417 -0.9813
O -0.0911 -2.7552 -1.8418
C 0.6043 -0.9763 -0.2870
O 1.7957 -0.9037 -0.4989
C -0.2098 -0.2306 0.6589
C 0.1879 0.6432 1.6171
C 1.5490 1.1542 1.7661
C 2.2855 1.5955 0.6700
C 3.5652 2.0847 0.8247
C 4.1544 2.1387 2.0879
C 3.4051 1.7181 3.1939
C 2.1247 1.2437 3.0370
H 1.5828 0.8929 3.9057
H 3.8627 1.7690 4.1693
O 5.3875 2.6010 2.3817
C 6.3411 2.8934 1.3778
C 7.2508 1.6962 1.0500
C 6.4871 0.5552 0.3826
H 7.1689 -0.2596 0.1513
H 6.0244 0.8811 -0.5458
H 5.7101 0.1696 1.0387
C 7.9440 1.2080 2.3199
H 8.5321 2.0056 2.7681
H 8.6049 0.3751 2.0940
H 7.2038 0.8773 3.0442
H 8.0086 2.0677 0.3505
H 6.9516 3.6948 1.8071
H 5.8670 3.2755 0.4694
H 4.0969 2.4142 -0.0526
H 1.8446 1.5708 -0.3124
O -0.7369 1.0566 2.5159
H -0.3359 1.6795 3.1378
C -1.6464 -0.6789 0.5337
C -2.5317 0.4568 0.0743
C -3.6801 0.8111 0.7679
C -4.4537 1.8540 0.2793
N -4.1557 2.5310 -0.8145
C -3.0595 2.1947 -1.4734
C -2.2151 1.1712 -1.0764
H -1.3331 0.9255 -1.6487
H -2.8527 2.7746 -2.3630
H -5.3594 2.1601 0.7865
H -3.9639 0.2902 1.6698
H -2.0296 -1.0685 1.4883
H -3.5073 -2.3916 -0.1057
H -2.4507 -3.5047 -1.0183
C -5.6023 -2.6384 -2.0928
C -6.1288 -1.2281 -1.8494
H -6.0853 -0.6529 -2.7702
H -5.5599 -0.7059 -1.0836
H -7.1638 -1.2814 -1.5206
H -6.3334 -3.1772 -2.7031
H -5.5240 -3.1759 -1.1302
H -3.8903 -4.6863 -2.3622
H -4.8592 -4.3922 -3.8130
```

What are the natural (NBO) partial charges on each atom? They are as follows, in elementary charge units: atom 1 (C): -0.630, atom 2 (H): 0.227, atom 3 (H): 0.213, atom 4 (H): 0.210, atom 5 (C): -0.207, atom 6 (N): -0.444, atom 7 (C): -0.232, atom 8 (H): 0.207, atom 9 (H): 0.218, atom 10 (C): -0.252, atom 11 (N): -0.401, atom 12 (C): 0.573, atom 13 (O): -0.592, atom 14 (C): 0.453, atom 15 (O): -0.514, atom 16 (C): -0.221, atom 17 (C): 0.439, atom 18 (C): -0.185, atom 19 (C): -0.112, atom 20 (C): -0.264, atom 21 (C): 0.337, atom 22 (C): -0.269, atom 23 (C): -0.170, atom 24 (H): 0.211, atom 25 (H): 0.228, atom 26 (O): -0.495, atom 27 (C): -0.058, atom 28 (C): -0.236, atom 29 (C): -0.611, atom 30 (H): 0.215, atom 31 (H): 0.207, atom 32 (H): 0.213, atom 33 (C): -0.608, atom 34 (H): 0.206, atom 35 (H): 0.211, atom 36 (H): 0.212, atom 37 (H): 0.202, atom 38 (H): 0.194, atom 39 (H): 0.176, atom 40 (H): 0.216, atom 41 (H): 0.229, atom 42 (O): -0.652, atom 43 (H): 0.497, atom 44 (C): -0.073, atom 45 (C): 0.022, atom 46 (C): -0.258, atom 47 (C): 0.041, atom 48 (N): -0.416, atom 49 (C): 0.039, atom 50 (C): -0.258, atom 51 (H): 0.223, atom 52 (H): 0.195, atom 53 (H): 0.194, atom 54 (H): 0.219, atom 55 (H): 0.209, atom 56 (H): 0.202, atom 57 (H): 0.224, atom 58 (C): -0.208, atom 59 (C): -0.621, atom 60 (H): 0.217, atom 61 (H): 0.201, atom 62 (H): 0.214, atom 63 (H): 0.196, atom 64 (H): 0.153, atom 65 (H): 0.155, atom 66 (H): 0.193